A 2-piece molecular cluster, C6H13NO3 overall, computed with the ωB97M-V functional and the def2-TZVPD basis.

CARTESIAN COORDINATES (ANGSTROEM)
1 O -0.9832 -1.1048 0.8968
2 O -0.9683 0.7639 -2.3475
3 O -0.2493 2.7219 -1.5647
4 N -1.7961 1.6270 0.2964
5 C 0.4363 -1.1504 0.6676
6 C -0.3205 1.4910 -1.3734
7 C 0.8695 -0.7346 -0.7237
8 C 0.9641 0.7740 -0.9690
9 C 1.2824 -0.6705 1.8204
10 C -0.3530 -2.3784 0.8077
11 H -1.3517 2.1130 1.0725
12 H -0.6094 -2.9613 -0.0813
13 H -2.0899 0.6812 0.5575
14 H 1.8650 -1.1703 -0.8962
15 H -0.3137 -2.9388 1.7458
16 H 1.0188 -1.1958 2.7463
17 H -1.5584 1.3667 -2.8172
18 H 2.3449 -0.8466 1.6027
19 H 1.6744 0.9341 -1.7923
20 H 1.3761 1.3002 -0.0981
21 H -2.5775 2.1636 -0.0736
22 H 1.1401 0.4065 1.9867
23 H 0.1993 -1.1915 -1.4634

Force components x, y, z for each atom (eV/Å):
0.004 0.040 0.116
-0.660 -0.749 1.101
-0.500 -1.592 1.062
-0.210 -0.906 0.241
-0.031 -0.005 -0.218
2.024 3.148 -3.749
0.142 -0.205 -0.044
-0.348 -0.528 1.226
0.027 0.075 0.136
0.020 -0.323 0.024
-0.290 -0.162 -0.228
0.064 0.153 0.224
0.063 0.554 0.153
-0.169 0.040 0.071
-0.009 0.129 -0.237
0.046 0.138 -0.215
0.123 0.224 0.097
-0.238 0.046 0.093
-0.504 0.217 0.082
-0.065 -0.116 -0.219
0.335 -0.070 0.152
0.062 -0.259 -0.053
0.113 0.150 0.183

Computed properties:
Highest occupied orbital energy   -9.20 eV

***

A 2-piece molecular cluster, C6H13NO3 overall, computed with the ωB97M-V functional and the def2-TZVPD basis.

CARTESIAN COORDINATES (ANGSTROEM)
1 O 0.7729 2.6851 0.6441
2 O -1.3147 0.1352 -2.8071
3 O 2.0685 -0.9655 -1.7151
4 N -0.0023 -1.2662 -0.6332
5 C 0.3070 -0.5449 0.5993
6 C -0.1308 -1.3573 1.8124
7 C 0.2170 1.8260 1.6518
8 C 0.9478 -1.4463 -1.7039
9 C 0.2508 1.8601 -0.4110
10 C -0.3211 0.8460 0.5948
11 H 0.1171 -0.8258 2.7411
12 H -1.7509 -0.5710 -3.2929
13 H 1.4005 -0.4266 0.6137
14 H -1.2191 -0.2231 -1.8334
15 H 0.3736 -2.3327 1.8304
16 H -0.4989 2.3913 -1.0157
17 H -0.7291 -1.9725 -0.5972
18 H -1.2185 -1.5247 1.7946
19 H 1.0469 1.4785 -1.0680
20 H -1.4166 0.7620 0.5740
21 H 0.9954 1.4272 2.3215
22 H 0.6529 -2.2950 -2.3514
23 H -0.5485 2.3401 2.2510

Force components x, y, z for each atom (eV/Å):
0.024 0.048 0.166
0.140 -0.733 2.524
-1.815 -0.101 -0.242
0.995 -0.216 -1.713
0.360 0.210 0.013
-0.026 -0.131 0.049
-0.027 0.039 0.212
0.747 -0.620 2.602
-0.037 -0.091 -0.517
-0.136 -0.087 0.044
-0.092 -0.132 -0.246
-0.071 -0.015 0.031
-0.183 0.010 0.000
-0.193 0.926 -2.815
-0.130 0.233 0.016
0.207 -0.132 0.149
0.212 0.099 0.032
0.228 0.041 0.033
-0.209 0.079 0.161
0.202 -0.009 0.022
-0.170 0.062 -0.139
-0.204 0.633 -0.278
0.179 -0.111 -0.104

Computed properties:
Highest occupied orbital energy   -9.57 eV

***

A 2-piece molecular cluster, C6H13NO3 overall, computed with the ωB97M-V functional and the def2-TZVPD basis.

CARTESIAN COORDINATES (ANGSTROEM)
1 O -1.7366 0.1763 -1.2522
2 O 4.3263 0.0324 -1.2158
3 O 1.9209 1.9084 0.2113
4 N 2.3379 -0.2283 1.1110
5 C -2.5341 0.1386 -0.0444
6 C -1.3556 0.6726 0.7857
7 C 1.7550 0.7012 0.0971
8 C -3.0711 -1.2366 0.2655
9 C 0.6716 0.1270 -0.7909
10 C -0.6569 0.8345 -0.5723
11 H 0.9859 0.2713 -1.8346
12 H -3.3602 0.8641 -0.1250
13 H 4.0763 -0.3461 -0.2559
14 H 1.9598 -1.1621 1.2041
15 H -0.5776 1.8834 -0.9001
16 H 0.5495 -0.9514 -0.6213
17 H -3.8022 -1.5473 -0.4943
18 H -3.5744 -1.2231 1.2432
19 H 2.7445 0.1868 1.9410
20 H -2.2547 -1.9717 0.2992
21 H -1.5319 1.5907 1.3551
22 H 4.0250 -0.6347 -1.8405
23 H -0.8973 -0.0862 1.4342

Force components x, y, z for each atom (eV/Å):
0.015 -0.199 -0.112
-0.667 -1.112 3.043
0.319 -1.938 -0.455
-0.671 1.347 -2.192
-0.193 0.178 0.046
0.050 0.006 0.199
-0.310 0.587 3.396
-0.085 -0.118 0.036
0.723 -0.558 -0.541
0.120 0.555 0.123
-0.122 -0.085 0.180
0.182 -0.170 0.026
0.667 1.182 -3.267
-0.008 0.333 -0.063
0.059 -0.297 0.149
-0.010 0.218 -0.051
0.226 0.045 0.194
0.102 -0.024 -0.229
-0.187 0.076 -0.316
-0.207 0.176 -0.020
0.078 -0.243 -0.130
0.022 -0.121 0.116
-0.100 0.164 -0.130

Computed properties:
Highest occupied orbital energy   -9.78 eV

***

C6H13NO3S in the gas phase, computed with the ωB97M-V functional and the def2-TZVPD basis.

CARTESIAN COORDINATES (ANGSTROEM)
1 S 0.4274 0.7169 1.8722
2 O -0.2684 1.5430 2.8321
3 O 1.9315 1.5515 1.5324
4 O 0.8253 -0.5819 2.3076
5 N -0.0481 2.2599 -0.2341
6 C -2.0234 -0.8792 0.9351
7 C 0.7491 0.0684 -0.6992
8 C 0.4769 -1.0514 -1.3251
9 C 1.4537 -1.7557 -2.2937
10 C -1.8226 0.3825 0.1980
11 C -0.1026 0.8566 0.1396
12 H -1.1387 -1.0907 1.5156
13 H -0.4529 -1.5605 -1.1366
14 H -2.7653 -0.8513 1.7415
15 H -2.0680 0.2976 -0.9437
16 H 1.8979 -1.1538 -2.9638
17 H -2.2826 1.2763 0.5538
18 H 0.8909 2.4885 -0.2248
19 H 0.8534 -2.6164 -2.9018
20 H -0.5404 2.7379 0.4747
21 H -2.2634 -1.7007 0.2293
22 H 2.2184 -2.2984 -1.6894
23 H 2.3794 0.8623 1.0856
24 H 1.6727 0.4984 -1.0052

Force components x, y, z for each atom (eV/Å):
2.798 2.106 1.499
0.121 -0.296 -1.555
-2.677 0.110 1.592
-0.046 -0.567 -0.421
-1.883 -2.373 -0.534
-0.610 -1.192 0.685
0.702 -0.814 -1.313
0.390 -1.333 -0.905
-3.307 -4.346 2.208
3.277 1.207 -3.514
-5.058 0.557 0.774
0.248 -0.769 -0.202
-0.223 -0.138 0.014
-0.371 0.215 -0.525
0.392 0.236 2.126
1.551 2.304 -2.251
-0.463 0.447 0.492
2.159 1.164 0.060
1.459 2.102 1.408
-0.489 1.218 0.736
0.228 0.277 0.735
-0.454 0.363 -0.504
1.372 -1.204 -0.702
0.886 0.725 0.095

Computed properties:
Highest occupied orbital energy   -9.85 eV

***

An isolated ion of composition C6H13NP and charge +1, computed with the ωB97M-V functional and the def2-TZVPD basis.

CARTESIAN COORDINATES (ANGSTROEM)
1 P -2.2013 1.1396 -0.0838
2 N -3.5616 -0.2563 -0.6432
3 C 3.5232 0.7497 -0.8496
4 C 0.2422 0.8431 0.7493
5 C 1.6848 0.2208 0.6310
6 C 2.2571 0.3931 -0.7527
7 C -0.9206 -1.4247 0.2565
8 C -0.9261 0.0740 0.2067
9 H -1.3982 -1.6061 1.2824
10 H 4.1608 0.6519 -0.0454
11 H 1.5264 -0.8031 1.2023
12 H 4.0628 1.0814 -1.7809
13 H 2.4392 0.7109 1.1416
14 H -1.4856 -1.7852 -0.4926
15 H -4.4568 0.1936 -0.7269
16 H -3.6089 -0.7570 0.2493
17 H 1.4156 0.4779 -1.4274
18 H 0.2710 1.0807 1.8547
19 H 0.1414 1.7854 0.3559
20 H 0.0593 -1.7835 0.1065
21 H -3.2247 -0.9863 -1.2337

Force components x, y, z for each atom (eV/Å):
0.112 -1.240 -0.935
1.533 0.731 3.187
-0.027 0.281 -3.640
1.905 -1.082 2.481
-2.162 -2.413 -0.124
-1.173 -0.237 0.774
-0.031 2.492 3.100
-0.572 0.434 0.920
1.009 -0.524 -1.311
1.145 -0.044 1.892
0.846 1.473 -1.719
-1.017 -0.464 0.880
0.562 1.223 2.243
-2.184 -1.668 -2.398
-0.482 -0.196 -1.084
-0.325 0.081 0.073
0.743 -0.036 -1.188
-1.060 -0.719 -0.780
0.485 2.625 -1.218
1.057 -0.674 0.421
-0.363 -0.042 -1.574

Computed properties:
Total charge   +1
Highest occupied orbital energy   -12.61 eV

***

C6H13O as an isolated structure, computed with the ωB97M-V functional and the def2-TZVPD basis.

CARTESIAN COORDINATES (ANGSTROEM)
1 O 3.3824 0.1855 1.5899
2 C -1.8799 0.8090 -0.6823
3 C 2.6955 1.3414 1.8353
4 C -1.3288 -0.4627 -1.0437
5 C -0.0634 -0.8693 -0.2905
6 C -2.7771 -0.8731 -0.5930
7 C 1.1564 -0.1201 -0.8605
8 H -3.4937 -0.7847 -1.3785
9 H 1.9678 -0.0812 -0.1425
10 H 0.7389 0.8956 -0.8936
11 H -0.2577 -0.6891 0.7499
12 H 0.1645 -1.9458 -0.3702
13 H -3.0606 -0.5661 0.4038
14 H 3.0551 1.6977 2.8066
15 H -1.2222 -0.7030 -2.1004
16 H 1.6100 1.1711 1.8902
17 H 1.4558 -0.4397 -1.8468
18 H -2.2037 1.1940 0.2807
19 H -2.6917 -1.9653 -0.5204
20 H 2.7525 2.2055 1.1660

Force components x, y, z for each atom (eV/Å):
-0.064 0.237 -0.989
-1.636 0.595 -2.341
-0.188 0.054 1.914
1.421 1.588 1.523
0.118 -2.157 -0.648
0.055 -2.162 -0.184
-1.612 1.224 1.219
-0.640 0.568 -0.199
0.240 -0.436 -0.263
0.703 0.244 -0.524
0.290 0.361 0.660
-0.333 0.028 0.006
-0.431 0.186 0.016
-0.274 0.469 0.070
-0.244 0.347 -0.238
-0.016 -0.272 -0.124
0.069 -0.150 -0.166
1.562 -0.327 0.679
0.360 0.029 0.311
0.620 -0.426 -0.719

Computed properties:
2S+1   2
Highest occupied orbital energy (spin up / spin down)   -7.19 / -7.19 eV

***

An isolated ion of composition C6H13O and charge +1, computed with the ωB97M-V functional and the def2-TZVPD basis.

CARTESIAN COORDINATES (ANGSTROEM)
1 O -0.9751 0.3387 -0.5888
2 C 0.0471 1.0959 -1.2449
3 C 1.5786 -0.3435 0.1122
4 C -1.8128 1.0889 0.3973
5 C -0.2086 -2.2862 0.1721
6 C 1.3268 1.1285 -0.3028
7 C 0.2573 -0.9447 0.6964
8 H -0.9155 -2.8884 0.9512
9 H 1.0372 1.7750 0.5339
10 H 0.4317 0.5324 -2.0857
11 H 2.3654 -0.3931 0.8292
12 H -2.4149 0.4659 1.0200
13 H 0.6494 -2.9019 -0.0927
14 H 2.1072 1.5731 -0.8812
15 H -2.4084 1.8045 -0.2793
16 H -0.1720 -0.6365 1.5125
17 H -0.7930 -2.1683 -0.7748
18 H -1.0740 1.5564 0.9463
19 H -0.4229 2.0289 -1.2770
20 H 1.8232 -0.9150 -0.8202

Force components x, y, z for each atom (eV/Å):
-0.048 -2.529 1.772
1.617 -1.424 2.578
-2.562 -0.079 -1.073
-0.100 0.878 -3.920
-1.627 -0.705 1.674
-2.525 -0.065 0.044
2.731 -2.016 -7.281
1.755 1.605 -1.857
0.645 -0.171 0.101
-1.012 0.370 -0.825
0.634 -0.236 0.700
-0.379 -0.768 -0.126
0.101 -0.047 0.086
0.839 0.156 -0.019
0.626 -0.962 1.550
-2.083 2.175 4.607
0.409 0.119 0.746
0.868 1.648 1.618
0.099 1.824 -1.383
0.010 0.231 1.010

Computed properties:
Total charge   +1
Highest occupied orbital energy   -15.02 eV

***

A 2-piece molecular cluster, C6H13O2 overall, computed with the ωB97M-V functional and the def2-TZVPD basis.

CARTESIAN COORDINATES (ANGSTROEM)
1 O 1.8427 -0.6489 -0.9920
2 O -0.3862 -0.3374 -0.8754
3 C 0.8061 0.0533 -0.9817
4 C -2.3268 -1.0499 1.4832
5 C -1.1515 -0.4575 2.3159
6 C 0.5136 2.1211 -2.4847
7 C 0.0766 -1.3459 2.3336
8 C 0.9815 1.5812 -1.0973
9 H 0.0273 -2.0380 1.4944
10 H -0.0542 3.0326 -2.3479
11 H -2.2065 -2.1467 1.3934
12 H -3.3243 -0.9810 1.9205
13 H -2.2083 -0.7511 0.4388
14 H 0.4344 2.0446 -0.2794
15 H 1.0151 -0.8002 2.2309
16 H 0.1232 -1.9491 3.2479
17 H 1.4018 2.2011 -3.1117
18 H -0.9941 0.5055 1.8444
19 H -0.1396 1.3987 -2.9817
20 H 2.0441 1.8254 -1.0215
21 H -1.6057 -0.2362 3.2793

Force components x, y, z for each atom (eV/Å):
-0.068 0.145 -0.042
0.097 0.082 -0.093
-0.058 -0.318 0.202
0.822 -1.625 -0.309
-1.819 0.159 -0.625
0.030 -1.032 0.690
0.118 -0.207 0.134
0.279 0.006 -0.755
0.138 0.100 -0.120
0.187 0.461 -0.380
0.145 0.176 0.249
-0.004 0.751 -0.145
-0.460 0.379 0.170
-0.107 0.113 0.023
-0.066 0.050 0.048
-0.005 0.069 -0.019
-0.179 0.533 -0.156
0.584 0.208 0.021
-0.103 0.028 0.204
-0.075 -0.021 0.349
0.542 -0.055 0.555

Computed properties:
Total charge   -1
Highest occupied orbital energy   -4.02 eV

***

C6H13O2 as an isolated structure, computed with the ωB97M-V functional and the def2-TZVPD basis.

CARTESIAN COORDINATES (ANGSTROEM)
1 O 0.6076 4.0108 -1.7516
2 O 0.7076 2.9182 -1.0665
3 C -0.7262 0.1938 0.8195
4 C 1.1265 0.1576 -0.9302
5 C 0.7880 -1.8504 0.6520
6 C 0.4632 1.2281 -1.7998
7 C -1.7930 -0.5342 1.6367
8 C 0.1044 -0.7045 -0.1352
9 H 1.8535 0.5719 -0.1990
10 H -2.5102 -1.0486 0.9886
11 H 1.5073 -1.4598 1.3773
12 H 1.3398 -2.5320 -0.0022
13 H -1.1731 0.9959 0.2079
14 H 1.6909 -0.5499 -1.5629
15 H 0.0022 0.6623 1.5087
16 H -0.6258 1.3133 -1.8772
17 H -2.3713 0.2195 2.1717
18 H -0.6043 -1.2231 -0.8219
19 H 0.0799 -2.4737 1.2073
20 H 0.9327 1.3501 -2.7947
21 H -1.3997 -1.2453 2.3713

Force components x, y, z for each atom (eV/Å):
0.473 -3.643 2.869
0.218 8.733 -1.075
0.743 -0.329 -0.254
-0.956 -0.419 -0.048
0.158 0.227 -0.137
-0.144 -5.925 -2.647
-0.275 0.390 -0.197
-0.376 -0.399 0.492
-0.248 -0.010 -0.283
0.167 -0.105 0.016
-0.008 0.090 0.019
-0.040 0.158 -0.102
0.006 -0.239 0.424
0.030 0.400 0.083
-0.311 0.025 -0.196
0.373 -0.122 0.412
-0.050 -0.078 0.209
0.386 0.575 0.060
-0.043 0.217 -0.145
-0.136 0.285 0.736
0.031 0.170 -0.235

Computed properties:
2S+1   4
Highest occupied orbital energy (spin up / spin down)   -6.27 / -10.75 eV

***

An isolated ion of composition C6H13O2S and charge +1, computed with the ωB97M-V functional and the def2-TZVPD basis.

CARTESIAN COORDINATES (ANGSTROEM)
1 S -1.6632 -1.2621 1.5195
2 O 0.6013 1.9609 -0.9924
3 O -0.5222 1.0376 -2.6161
4 C -0.1759 -1.7804 0.5829
5 C 0.9404 1.5323 1.3898
6 C 0.7953 -0.5261 -1.5094
7 C 0.2144 0.8685 -1.7537
8 C -0.2351 -1.5400 -0.9464
9 C -0.0469 1.9757 0.2888
10 H 1.0453 -0.8965 -2.5027
11 H -0.8953 1.2810 0.2248
12 H 0.0248 -2.4974 -1.4014
13 H 0.7005 -1.3601 1.0737
14 H 1.4403 0.6368 1.0241
15 H 1.6895 2.3010 1.5574
16 H 1.7194 -0.4829 -0.9312
17 H 0.4043 1.3160 2.3220
18 H -0.1219 -2.8563 0.7562
19 H -1.5090 0.0034 1.9754
20 H -0.4019 2.9795 0.5111
21 H -2.7601 -1.3642 0.7313
22 H -1.2440 -1.3267 -1.3035

Force components x, y, z for each atom (eV/Å):
0.464 -1.277 1.566
0.123 -0.396 0.564
-3.161 0.413 -3.586
-0.291 -0.183 -1.158
-0.656 -0.039 -0.696
-0.148 0.247 0.329
2.530 -0.127 2.669
0.773 0.010 0.027
0.852 -0.465 0.443
0.101 0.179 -0.017
-0.172 0.305 0.162
-0.099 -0.035 0.124
-0.266 0.331 0.164
0.192 -0.024 0.273
0.000 -0.024 0.113
-0.109 -0.145 0.091
0.206 0.119 0.035
-0.329 0.081 0.311
-0.312 0.090 -0.882
-0.160 0.003 -0.336
0.419 0.777 -0.244
0.045 0.161 0.048

Computed properties:
Total charge   +1
Highest occupied orbital energy   -13.74 eV

***

| no. | F_max (eV/Å) | calculated total energy (a.u.) |
| --- | --- | --- |
| 1 | 5.3 | -516.84993 |
| 2 | 3.0 | -516.85010 |
| 3 | 3.5 | -516.86705 |
| 4 | 5.9 | -914.98552 |
| 5 | 4.0 | -632.15637 |
| 6 | 2.9 | -311.35995 |
| 7 | 8.0 | -311.27652 |
| 8 | 1.9 | -386.93453 |
| 9 | 8.8 | -386.60544 |
| 10 | 4.8 | -784.73919 |